# C63H56B2F6IO17PS

4 unconnected molecules or ions with the total composition C63H56B2F6IO17PS (ωB97M-V/def2-TZVPD, the Open Molecules 2025 dataset).

CARTESIAN COORDINATES (ANGSTROEM)
C: 3.17 -1.51 -2.09
C: 1.73 -1.50 -2.61
B: 1.34 -0.18 -3.39
O: 2.14 0.93 -3.21
C: 0.07 0.13 -4.30
C: -0.81 -1.07 -4.66
C: -1.00 -2.24 -3.72
O: -1.49 -3.28 -4.14
C: -0.79 1.17 -3.46
P: -1.36 0.44 -1.87
C: -0.22 0.52 -0.46
C: -3.08 0.87 -1.46
C: -0.38 2.67 -3.40
C: -1.72 3.48 -3.39
O: -2.29 3.40 -4.66
C: -2.68 4.65 -5.19
C: 0.28 3.20 -2.10
O: -0.42 3.43 -1.14
C: 1.78 3.57 -1.92
F: 2.31 2.63 -1.08
F: 2.49 3.57 -3.06
C: 2.04 4.97 -1.28
F: 2.05 5.87 -2.31
F: 1.10 5.36 -0.41
C: 3.41 5.10 -0.58
F: 3.37 4.52 0.64
F: 4.37 4.49 -1.32
C: 3.81 6.59 -0.36
O: 3.03 7.41 0.00
O: 5.13 6.81 -0.50
O: 0.31 3.25 -4.51
S: 1.04 2.49 -5.68
O: 2.47 2.58 -5.54
O: 0.50 3.07 -6.89
C: 0.51 0.74 -5.69
C: 1.71 0.11 -6.44
C: 1.55 -1.28 -7.07
C: 2.29 -1.31 -8.40
I: 2.42 -2.86 -5.88
B: -0.70 0.85 -6.77
O: -0.42 0.58 -8.09
O: -1.96 1.19 -6.37
C: -3.04 0.48 -6.99
H: 3.36 -2.42 -1.52
H: 3.30 -0.69 -1.40
H: 3.91 -1.42 -2.89
H: 1.49 -2.42 -3.13
H: 1.09 -1.51 -1.73
H: 2.99 0.90 -3.64
H: -1.83 -0.75 -4.90
H: -0.45 -1.58 -5.56
H: -0.71 -2.18 -2.67
H: -1.73 1.18 -4.02
H: -0.48 1.31 0.24
H: 0.82 0.66 -0.75
H: -0.30 -0.42 0.09
H: -3.61 -0.01 -1.12
H: -3.21 1.66 -0.71
H: -3.56 1.21 -2.37
H: -1.47 4.51 -3.15
H: -2.39 3.10 -2.62
H: -3.24 4.47 -6.10
H: -1.81 5.27 -5.42
H: -3.32 5.20 -4.49
H: 5.43 6.62 -1.40
H: 1.90 0.76 -7.29
H: 2.64 0.15 -5.88
H: 0.52 -1.54 -7.29
H: 3.27 -0.83 -8.31
H: 1.69 -0.73 -9.10
H: 2.38 -2.32 -8.79
H: -0.86 1.23 -8.64
H: -2.78 -0.55 -7.21
H: -3.36 0.97 -7.91
H: -3.87 0.47 -6.28
O: -2.19 -1.01 2.17
C: -2.62 -1.17 3.30
C: -4.07 -1.03 3.60
C: -4.95 -0.72 2.56
C: -6.30 -0.61 2.82
C: -6.79 -0.81 4.10
C: -5.92 -1.10 5.14
C: -4.56 -1.21 4.89
C: -3.64 -1.51 6.03
O: -4.06 -1.63 7.16
C: -2.19 -1.68 5.72
C: -1.31 -2.01 6.75
C: 0.03 -2.20 6.48
C: 0.51 -2.07 5.18
C: -0.36 -1.73 4.15
C: -1.71 -1.54 4.42
H: -4.56 -0.57 1.57
H: -6.98 -0.38 2.01
H: -7.85 -0.74 4.30
H: -6.29 -1.26 6.14
H: -1.69 -2.11 7.75
H: 0.71 -2.46 7.28
H: 1.56 -2.22 4.97
H: 0.01 -1.62 3.14
O: -0.04 3.65 8.41
C: 1.09 4.07 8.34
C: 1.91 4.25 9.57
C: 1.37 3.91 10.81
C: 2.13 4.05 11.96
C: 3.43 4.52 11.88
C: 3.98 4.87 10.66
C: 3.22 4.74 9.50
C: 3.81 5.15 8.19
O: 4.92 5.63 8.14
C: 3.00 4.94 6.96
C: 3.54 5.28 5.73
C: 2.81 5.08 4.57
C: 1.54 4.52 4.64
C: 0.99 4.19 5.87
C: 1.71 4.40 7.03
H: 0.36 3.54 10.85
H: 1.71 3.78 12.91
H: 4.03 4.62 12.78
H: 4.99 5.25 10.59
H: 4.53 5.71 5.69
H: 3.23 5.35 3.62
H: 0.97 4.36 3.73
H: -0.01 3.77 5.93
O: -2.89 -8.95 -1.01
C: -1.84 -8.34 -0.97
C: -1.05 -8.24 0.29
C: -1.52 -8.88 1.43
C: -0.79 -8.82 2.60
C: 0.41 -8.12 2.64
C: 0.88 -7.47 1.51
C: 0.14 -7.52 0.33
C: 0.65 -6.80 -0.87
O: 1.67 -6.14 -0.81
C: -0.12 -6.92 -2.13
C: 0.34 -6.28 -3.27
C: -0.35 -6.39 -4.46
C: -1.52 -7.14 -4.52
C: -2.00 -7.78 -3.39
C: -1.30 -7.67 -2.19
H: -2.46 -9.42 1.39
H: -1.15 -9.32 3.49
H: 0.99 -8.09 3.56
H: 1.81 -6.93 1.54
H: 1.25 -5.70 -3.22
H: 0.01 -5.88 -5.34
H: -2.06 -7.23 -5.45
H: -2.90 -8.36 -3.42

Output
- Kohn-Sham gap: 6.738 eV
- E_HOMO: -7.808 eV
- Strongest force on any atom: 0.0512 Eh/bohr
- SMILES: CCB(O)[C@@]1(CC=O)[C@@H](P(C)C)[C@@](COC)(C(=O)C(F)(F)C(F)(F)C(F)(F)C(=O)O)OS(=O)(=O)[C@]1(C[C@@H](C)I)B(O)OC.O=C1c2ccccc2C(=O)c2ccccc21.O=C1c2ccccc2C(=O)c2ccccc21.O=C1c2ccccc2C(=O)c2ccccc21

Löwdin atomic charge list, values in e, 4 entries:
1. C -0.0972
2. C -0.1924
3. B -0.5288
4. O 0.1311